# 1
# C5H12N2

The ion C5H12N2 with charge +2 at a distorted geometry (ωB97M-V/def2-TZVPD, OMol25).

Computed properties:
- LUMO energy (eV) = -8.68
- net charge = +2
- ΔE to the lowest compared entry with this formula, charge and spin (kcal/mol) = 19.2
- multiplicity = 1
- gap between HOMO and LUMO (hartree) = 0.38078
- E (Ha) = -306.54028
- structure (SMILES) = C=[NH+]C(=C)CC[NH3+]

Element x y z (Å)
C: 1.753657 0.209141 2.523524
N: 0.841889 -0.228061 1.730031
C: 0.477331 0.434431 0.446426
C: 1.503201 0.594957 -0.382785
C: -1.028940 0.349054 0.218171
C: -1.430250 -0.723280 -0.774714
N: -1.209800 -0.232457 -2.200607
H: 2.388942 1.024105 2.201249
H: 1.856143 -0.250829 3.498015
H: 0.508387 -1.167974 1.943472
H: 1.469586 1.251173 -1.249678
H: 2.487456 0.171676 -0.199468
H: -1.465919 1.336428 0.042320
H: -1.451283 0.051897 1.178036
H: -2.497010 -0.904262 -0.700400
H: -0.826922 -1.621795 -0.694674
H: -1.618409 -0.858199 -2.898648
H: -0.199514 -0.157552 -2.353702
H: -1.558552 0.721542 -2.326577

Atomic forces in eV per Å
C -0.5 -0.1 -0.4
N 1.0 0.1 -0.1
C 0.4 -1.9 0.2
C 0.1 0.9 -0.2
C 0.7 0.6 0.9
C -0.2 0.7 -0.8
N 0.6 0.3 0.5
H -0.3 0.4 0.3
H 0.4 -0.3 -0.1
H -0.8 0.3 0.2
H -0.3 -0.4 -0.2
H -0.1 0.3 0.3
H 0.0 -0.1 -0.3
H -0.2 0.0 0.0
H 0.0 -0.3 0.1
H -0.2 -0.2 0.2
H 0.0 0.0 -0.1
H 0.0 -0.2 -0.3
H -0.4 -0.1 -0.1

=====

# 2
# C2H3O3

A cluster of 2 separate species, C2H3O3 in total at a distorted geometry (ωB97M-V/def2-TZVPD, OMol25).

Computed properties:
- LUMO energy (eV) = 3.85
- net charge = -1
- ΔE to the lowest compared entry with this formula, charge and spin (kcal/mol) = 35.2
- multiplicity = 1
- gap between HOMO and LUMO (hartree) = 0.21969
- E (Ha) = -303.72957

Element x y z (Å)
C: -3.474964 -0.127136 -0.000980
C: -0.351271 0.956734 -0.191277
O: -3.705653 -1.173111 0.423893
O: -3.561327 0.875719 -0.572833
O: -0.820035 0.139743 0.753513
H: -0.491741 1.951202 0.155001
H: -0.923497 0.981864 -1.143017
H: 0.742297 0.613770 -0.448065

Atomic forces in eV per Å
C -0.1 0.3 -0.6
C 0.8 -1.7 -0.3
O 0.2 -1.2 0.9
O 0.4 1.0 -0.2
O -1.4 -1.3 0.6
H 0.9 2.0 0.2
H 0.1 -0.3 -0.5
H -1.0 1.3 -0.1

=====

# 3
# C24H46F5IN5O10S

A cluster of 8 separate species, C24H46F5IN5O10S in total at a distorted geometry (ωB97M-V/def2-TZVPD, OMol25).

Computed properties:
- LUMO energy (eV) = -3.35
- net charge = +1
- multiplicity = 1
- gap between HOMO and LUMO (hartree) = 0.28769
- E (Ha) = -3162.97507

Element x y z (Å)
C: 2.034952 1.114579 4.111664
C: 1.537356 1.299261 2.890877
C: 1.753795 0.200008 1.871623
N: 1.150383 0.468920 0.569020
C: -0.125387 0.629235 0.147620
N: -1.238884 0.550370 0.837922
C: -2.485292 0.842346 0.064171
O: -3.617156 0.787432 0.891683
C: -4.448262 -0.298817 0.615728
C: -5.653431 -0.069972 -0.030556
C: -6.505483 -1.124053 -0.344434
C: -6.177479 -2.440754 -0.021546
C: -4.969588 -2.660968 0.634100
C: -4.114289 -1.606917 0.953688
C: -1.380924 0.243978 2.240051
C: -1.611634 1.523721 3.022978
C: -2.125786 1.441922 4.438393
N: -1.391880 2.619877 2.432552
N: -0.174983 0.900099 -1.187933
C: 1.054500 0.935318 -1.607039
I: 1.303386 1.384853 -3.616131
N: 1.915254 0.669981 -0.586932
S: 3.600105 0.587496 -0.702146
O: 4.044693 0.794589 -2.031220
O: 3.978133 -0.658443 -0.125190
C: 4.361902 1.959168 0.341974
F: 3.460706 2.616165 1.052580
F: 4.894468 2.815961 -0.526841
C: 5.537495 1.418501 1.208440
F: 6.374571 0.716125 0.484673
F: 6.202110 2.462954 1.687789
F: 5.098289 0.701523 2.237671
H: 2.078145 0.102431 4.503965
H: 2.447564 1.913035 4.710038
H: 1.004567 2.198182 2.610014
H: 1.360221 -0.756938 2.218016
H: 2.819527 0.047333 1.805892
H: -2.446075 1.844320 -0.346493
H: -2.619978 0.101673 -0.717391
H: -5.930019 0.941879 -0.291974
H: -7.442708 -0.944373 -0.850251
H: -6.811465 -3.264481 -0.281078
H: -4.679801 -3.664089 0.907862
H: -3.183392 -1.864758 1.438790
H: -2.271434 -0.347001 2.422978
H: -0.574252 -0.342088 2.666072
H: -2.751331 0.559522 4.560203
H: -1.308542 1.451469 5.153395
H: -2.760078 2.306993 4.601293
H: -1.597063 3.397070 3.056746
C: 8.504168 4.793987 -0.544299
O: 7.977448 5.395698 0.636749
H: 9.309961 5.414990 -0.923448
H: 8.895174 3.797382 -0.320745
H: 7.717490 4.712822 -1.299827
H: 7.266790 4.826139 0.940671
C: 4.695907 5.630739 -2.528987
O: 4.377150 4.560031 -3.411454
H: 4.980618 6.500371 -3.113965
H: 3.831281 5.891155 -1.911258
H: 5.531502 5.360774 -1.876985
H: 4.131203 3.812522 -2.860635
C: 5.622000 3.423275 5.000745
O: 4.610396 2.744561 4.251568
H: 5.148029 4.245277 5.529171
H: 6.081555 2.750929 5.727629
H: 6.391382 3.824617 4.337309
H: 5.027810 2.016799 3.782248
C: -6.355322 -5.600154 -2.969910
O: -6.538612 -4.951043 -1.706891
H: -5.584311 -5.062443 -3.516003
H: -6.038106 -6.634856 -2.834825
H: -7.282817 -5.577716 -3.546684
H: -7.221646 -5.437811 -1.236455
C: -3.396049 4.886958 -0.591658
O: -3.766538 3.621901 -1.139106
H: -3.079422 4.722866 0.435316
H: -2.569372 5.326768 -1.154928
H: -4.243933 5.574616 -0.598968
H: -4.048585 3.768889 -2.045994
C: -3.452417 -8.132816 -2.543546
O: -4.696639 -8.680140 -2.982212
H: -3.663852 -7.240575 -1.956480
H: -2.921687 -8.855693 -1.917950
H: -2.837854 -7.867566 -3.403004
H: -4.495960 -9.466042 -3.496821
C: -0.580361 -7.964663 -5.674214
O: -1.878865 -8.407908 -5.286111
H: -0.055719 -7.647793 -4.776436
H: -0.019546 -8.773399 -6.147744
H: -0.649122 -7.120593 -6.364685
H: -2.338657 -8.687492 -6.082486

Atomic forces in eV per Å
C -0.3 -0.2 -0.1
C 0.2 -0.1 0.3
C -1.2 -0.2 0.9
N 0.3 0.0 -0.5
C -0.5 0.0 0.5
N 0.1 -0.8 -0.3
C -1.1 0.2 0.1
O 0.4 -0.3 0.1
C -0.5 -0.6 -0.1
C -0.2 0.2 -0.1
C 0.1 -0.4 0.1
C 0.6 0.8 0.4
C -0.2 0.2 -0.1
C 0.0 -0.2 -0.1
C -0.4 0.6 0.9
C 0.1 0.4 0.3
C -0.2 -0.3 -0.6
N 0.2 0.0 -0.2
N 0.2 0.0 0.2
C -1.1 0.4 -0.5
I 0.4 -0.1 0.4
N 1.0 0.7 -0.5
S 1.7 -2.2 -0.3
O -1.0 1.0 -0.1
O -0.5 0.3 0.9
C 0.0 0.4 -0.5
F -0.3 -0.3 0.4
F 0.1 0.0 -0.3
C 0.2 0.3 0.2
F 0.0 -0.4 -0.4
F -0.1 0.4 0.2
F -0.2 -0.3 0.0
H 1.0 -0.1 -0.2
H -0.9 0.2 0.4
H 0.8 0.4 -0.5
H 0.1 -0.1 0.0
H 0.1 0.0 -0.6
H 0.3 0.1 0.0
H 0.4 0.0 -0.2
H 0.1 0.1 0.0
H 0.0 0.2 0.0
H -0.1 -0.1 -0.1
H 0.0 -0.1 0.0
H 0.1 0.2 0.1
H -0.1 -0.2 -0.4
H 0.3 0.1 -0.2
H 0.1 -0.1 0.3
H 0.1 -0.1 0.1
H 0.0 0.1 0.2
H -0.1 0.1 -0.1
C -0.3 -0.2 0.2
O 0.1 0.0 -0.1
H 0.0 0.1 0.1
H 0.1 0.0 -0.1
H 0.2 0.0 -0.2
H 0.0 0.1 0.1
C -0.1 -0.2 0.2
O 0.0 0.1 0.0
H 0.0 -0.1 -0.1
H 0.1 0.1 0.0
H 0.0 0.1 0.0
H 0.0 -0.1 -0.1
C 0.0 -0.2 -0.1
O 0.0 0.1 0.1
H 0.0 0.0 0.0
H 0.0 0.1 0.0
H 0.0 0.0 0.1
H 0.0 0.1 0.2
C -0.2 -0.1 0.2
O 0.0 -0.1 -0.1
H 0.0 0.1 0.1
H 0.0 0.0 -0.1
H 0.1 0.0 -0.1
H 0.0 -0.1 0.0
C -0.1 -0.1 -0.2
O 0.1 0.0 0.1
H 0.0 -0.1 0.0
H 0.0 0.1 0.1
H 0.0 0.1 0.1
H 0.0 -0.1 0.0
C -0.1 -0.1 -0.1
O 0.0 0.1 0.1
H -0.1 0.0 0.0
H 0.1 0.1 0.1
H 0.1 0.0 0.2
H 0.0 0.0 0.0
C -0.2 -0.1 -0.1
O 0.2 0.0 -0.2
H 0.0 0.0 0.0
H 0.1 0.0 0.0
H 0.1 0.0 0.0
H -0.1 0.0 0.0

=====

Please write out number 1 again, unchanged.
# C5H12N2

The ion C5H12N2 with charge +2 at a distorted geometry (ωB97M-V/def2-TZVPD, OMol25).

Computed properties:
- LUMO energy (eV) = -8.68
- net charge = +2
- ΔE to the lowest compared entry with this formula, charge and spin (kcal/mol) = 19.2
- multiplicity = 1
- gap between HOMO and LUMO (hartree) = 0.38078
- E (Ha) = -306.54028
- structure (SMILES) = C=[NH+]C(=C)CC[NH3+]

Element x y z (Å)
C: 1.753657 0.209141 2.523524
N: 0.841889 -0.228061 1.730031
C: 0.477331 0.434431 0.446426
C: 1.503201 0.594957 -0.382785
C: -1.028940 0.349054 0.218171
C: -1.430250 -0.723280 -0.774714
N: -1.209800 -0.232457 -2.200607
H: 2.388942 1.024105 2.201249
H: 1.856143 -0.250829 3.498015
H: 0.508387 -1.167974 1.943472
H: 1.469586 1.251173 -1.249678
H: 2.487456 0.171676 -0.199468
H: -1.465919 1.336428 0.042320
H: -1.451283 0.051897 1.178036
H: -2.497010 -0.904262 -0.700400
H: -0.826922 -1.621795 -0.694674
H: -1.618409 -0.858199 -2.898648
H: -0.199514 -0.157552 -2.353702
H: -1.558552 0.721542 -2.326577

Atomic forces in eV per Å
C -0.5 -0.1 -0.4
N 1.0 0.1 -0.1
C 0.4 -1.9 0.2
C 0.1 0.9 -0.2
C 0.7 0.6 0.9
C -0.2 0.7 -0.8
N 0.6 0.3 0.5
H -0.3 0.4 0.3
H 0.4 -0.3 -0.1
H -0.8 0.3 0.2
H -0.3 -0.4 -0.2
H -0.1 0.3 0.3
H 0.0 -0.1 -0.3
H -0.2 0.0 0.0
H 0.0 -0.3 0.1
H -0.2 -0.2 0.2
H 0.0 0.0 -0.1
H 0.0 -0.2 -0.3
H -0.4 -0.1 -0.1

=====

> Among the records above, which one has the lowest E?

C24H46F5IN5O10S